Molecular formula: C29H77Cl2N7NbO8
Method: DFT, ωB97M-V/def2-TZVPD

Properties
E_tot = -84724.3052 eV
spin multiplicity = 1
net charge = -1
gap between HOMO and LUMO = 7.599 eV
HOMO level = -5.6 eV
lowest unoccupied orbital energy = 1.99 eV

Last column: Löwdin charge in e.
CARTESIAN COORDINATES (ANGSTROEM)
N1 -0.54 -3.64 1.05  0.147
C1 -1.24 -2.85 0.16  -0.562
O1 -1.03 -1.65 0.08  0.015
C2 -2.32 -3.58 -0.62  -0.260
C3 -2.43 -3.04 -2.05  -0.409
Nb1 -1.13 -4.01 -3.58  0.936
Cl1 -0.82 -2.02 -4.86  -0.154
C4 0.67 -5.02 -4.60  -0.405
C5 2.10 -4.76 -4.33  -0.886
O2 3.05 -5.47 -4.42  0.003
Cl2 2.40 -3.09 -3.70  0.528
H1 0.30 -3.17 1.38  0.086
H2 -0.31 -4.56 0.68  0.087
H3 -3.26 -3.48 -0.04  0.111
H4 -2.07 -4.64 -0.61  0.058
H5 -3.46 -3.13 -2.43  0.035
H6 -2.14 -1.98 -2.01  0.025
H7 -2.48 -4.65 -4.68  -0.132
H8 -1.42 -5.62 -2.83  -0.124
H9 0.02 -3.83 -2.15  -0.052
H10 0.60 -6.10 -4.41  0.033
H11 0.50 -4.82 -5.67  0.045
C6 2.47 1.04 0.55  -0.060
C7 2.32 -0.11 -0.44  -0.415
C8 3.03 -1.38 -0.03  -0.197
O3 4.45 -1.34 -0.20  -0.175
C9 5.11 -0.63 0.82  -0.116
N2 2.72 0.35 -1.77  0.052
H12 3.45 1.52 0.46  0.064
H13 1.72 1.80 0.35  0.059
H14 2.35 0.70 1.58  0.065
H15 1.25 -0.37 -0.48  0.130
H16 2.68 -2.19 -0.67  0.109
H17 2.79 -1.64 1.01  0.117
H18 4.60 -0.75 1.78  0.066
H19 5.16 0.45 0.61  0.074
H20 6.13 -1.00 0.90  0.087
H21 2.48 -0.37 -2.48  0.072
H22 3.74 0.40 -1.78  0.076
C10 4.67 -0.79 6.96  -0.070
C11 3.91 -1.62 5.93  -0.434
C12 3.94 -1.03 4.52  -0.219
O4 3.09 0.07 4.30  -0.215
C13 3.55 1.34 4.71  -0.095
N3 2.55 -1.86 6.41  0.042
H23 4.08 0.08 7.27  0.066
H24 4.85 -1.39 7.85  0.073
H25 5.63 -0.44 6.57  0.076
H26 4.41 -2.60 5.85  0.136
H27 3.57 -1.78 3.82  0.121
H28 4.97 -0.78 4.22  0.119
H29 4.63 1.44 4.57  0.092
H30 3.30 1.56 5.75  0.079
H31 3.05 2.08 4.08  0.083
H32 2.08 -2.52 5.80  0.071
H33 2.02 -1.00 6.32  0.067
C14 -3.64 -10.34 0.10  -0.075
C15 -4.06 -8.88 0.08  -0.439
C16 -3.19 -7.98 -0.80  -0.215
O5 -1.93 -7.67 -0.27  -0.207
C17 -0.92 -8.64 -0.45  -0.111
N4 -4.15 -8.39 1.46  0.035
H34 -2.77 -10.49 0.74  0.063
H35 -4.45 -10.96 0.50  0.071
H36 -3.40 -10.70 -0.90  0.076
H37 -5.07 -8.82 -0.34  0.133
H38 -3.70 -7.02 -0.92  0.121
H39 -3.08 -8.41 -1.81  0.123
H40 -1.04 -9.15 -1.41  0.091
H41 -0.90 -9.38 0.35  0.072
H42 0.03 -8.11 -0.45  0.088
H43 -4.56 -7.46 1.47  0.069
H44 -3.20 -8.26 1.81  0.068
C18 0.28 4.67 -4.48  -0.074
C19 0.44 3.78 -3.25  -0.434
C20 0.50 4.56 -1.94  -0.200
O6 1.72 5.25 -1.69  -0.186
C21 1.85 6.49 -2.35  -0.118
N5 1.57 2.88 -3.45  0.048
H45 1.22 5.12 -4.78  0.063
H46 -0.07 4.07 -5.33  0.075
H47 -0.45 5.46 -4.30  0.041
H48 -0.45 3.15 -3.18  0.139
H49 0.40 3.85 -1.12  0.115
H50 -0.34 5.27 -1.89  0.103
H51 0.88 7.00 -2.42  0.071
H52 2.27 6.39 -3.35  0.075
H53 2.53 7.10 -1.75  0.084
H54 1.63 2.19 -2.71  0.035
H55 2.43 3.42 -3.35  0.067
C22 -1.16 1.01 1.79  -0.057
C23 -1.31 0.39 3.18  -0.424
C24 -1.61 1.41 4.28  -0.208
O7 -0.50 2.20 4.69  -0.194
C25 -0.20 3.30 3.86  -0.114
N6 -0.12 -0.41 3.45  0.061
H56 -0.19 1.48 1.67  0.046
H57 -1.24 0.22 1.03  0.047
H58 -1.93 1.75 1.59  0.080
H59 -2.17 -0.28 3.15  0.138
H60 -1.91 0.87 5.18  0.118
H61 -2.44 2.06 3.99  0.117
H62 -1.11 3.74 3.44  0.089
H63 0.47 3.03 3.03  0.072
H64 0.31 4.04 4.48  0.084
H65 -0.26 -0.96 4.30  0.067
H66 0.66 0.20 3.67  0.048
C26 -1.94 8.92 -2.32  -0.064
C27 -2.47 8.20 -3.56  -0.431
C28 -3.84 8.69 -4.03  -0.211
O8 -4.93 8.25 -3.24  -0.186
C29 -5.18 8.99 -2.06  -0.112
N7 -2.42 6.76 -3.32  0.047
H67 -2.42 8.54 -1.42  0.068
H68 -0.87 8.74 -2.22  0.062
H69 -2.11 9.99 -2.38  0.078
H70 -1.78 8.41 -4.39  0.137
H71 -4.03 8.28 -5.02  0.122
H72 -3.85 9.78 -4.11  0.119
H73 -4.95 10.06 -2.21  0.089
H74 -4.59 8.63 -1.21  0.075
H75 -6.23 8.88 -1.82  0.086
H76 -2.64 6.26 -4.18  0.078
H77 -3.18 6.51 -2.68  0.080